[1]
The following is a DFT calculation (ωB97M-V/def2-TZVPD) of a 2-piece molecular cluster, C2H2NO2S3 overall.

Last column: natural (NBO) charge in e.
Cartesian coordinates (Å):
C: -1.7313 0.0613 1.1762  0.18
C: 1.2409 -1.4294 -1.1131  0.06
N: -1.6664 1.2241 0.8670  -0.65
O: 0.6983 -0.5019 -0.3366  -0.61
O: 0.0125 3.0024 0.0453  -1.06
S: -2.0056 -1.4671 1.2750  -0.21
S: 2.8368 -1.7004 -1.1527  -0.16
S: -1.1857 2.8037 0.9199  0.74
H: 1.4747 0.0910 -0.1712  0.50
H: 0.3256 -2.0838 -1.5096  0.20

* E_tot: -1477.20262 Ha
* M: 168.24 g/mol
* Kohn-Sham gap: 5.219 eV
* charge: -1
* E_HOMO: -2.28 eV
* LUMO energy: 0.1081 Eh



[2]
The following is a DFT calculation (ωB97M-V/def2-TZVPD) of a 10-piece molecular cluster, C16H36N8O20 overall.

Last column: Löwdin spin population.
Cartesian coordinates (Å):
C: 3.4716 0.1360 3.7152  0.00
N: 4.2530 -0.7868 2.7100  0.00
O: 4.2227 -1.9636 2.9508  0.00
O: 4.8753 -0.2589 1.7840  0.00
H: 2.4266 0.0560 3.4156  0.00
H: 3.8715 1.1491 3.6723  0.00
H: 3.5692 -0.3048 4.7073  0.00
C: 6.5377 0.3594 -2.4177  0.00
N: 5.2052 1.0638 -2.4403  0.00
O: 4.5043 0.7755 -1.4853  0.00
O: 4.9232 1.6965 -3.4340  0.00
H: 7.3050 1.1335 -2.4120  0.00
H: 6.6208 -0.1801 -3.3611  0.00
H: 6.5800 -0.3260 -1.5712  0.00
C: -3.9538 2.6658 -0.3292  0.00
N: -3.3724 2.6473 -1.7263  0.00
O: -2.7767 1.5715 -2.0354  0.05
O: -3.4516 3.5743 -2.5012  0.00
H: -3.2419 3.3109 0.1857  0.00
H: -3.9963 1.6522 0.0696  0.00
H: -4.9833 3.0239 -0.3260  0.00
C: 0.8275 1.9495 -3.4595  0.03
N: 0.3477 1.5958 -4.8018  0.05
O: -0.9189 1.6688 -5.0351  0.87
O: 1.2159 1.1179 -5.6335  -0.02
H: 0.0850 1.6150 -2.7350  0.00
H: 0.9663 3.0306 -3.4451  0.00
H: 1.7610 1.4171 -3.2771  0.01
C: -0.4466 4.6574 0.8002  0.00
N: 0.3093 5.1252 -0.4114  0.00
O: 1.1731 5.9690 -0.2317  0.00
O: 0.0028 4.4510 -1.4055  0.00
H: -1.0518 3.7668 0.6310  0.00
H: -1.0381 5.4719 1.2185  0.00
H: 0.2838 4.4255 1.5753  0.00
C: -3.8539 -1.1824 2.8197  0.00
N: -3.5641 -2.5888 2.3817  0.00
O: -3.3450 -2.7467 1.1973  0.00
O: -3.3893 -3.4622 3.2371  0.00
H: -4.6483 -1.1094 3.5624  0.00
H: -4.2095 -0.5187 2.0317  0.00
H: -2.8409 -0.8941 3.1007  0.00
C: -2.6466 -2.2159 -3.4200  0.00
N: -1.3752 -1.6131 -3.8684  0.00
O: -1.1378 -1.8752 -5.0531  0.00
O: -0.6700 -1.0733 -3.0291  0.00
H: -2.4188 -2.3511 -2.3627  0.00
H: -2.8263 -3.1366 -3.9751  0.00
H: -3.3176 -1.3667 -3.5489  0.00
C: -3.0356 2.6806 3.6755  0.00
N: -4.4016 2.8543 3.2341  0.00
O: -4.7246 3.9020 2.6378  0.00
O: -5.1570 1.8604 3.3494  0.00
H: -2.8682 1.6194 3.8598  0.00
H: -2.8114 3.2906 4.5506  0.00
H: -2.4247 3.0815 2.8667  0.00
O: -1.2516 1.2375 1.9159  0.00
C: -0.2331 1.0793 1.1415  0.00
O: 0.8458 1.8347 1.3803  0.00
C: 1.9759 1.4777 0.6189  0.00
C: 1.5825 0.1421 0.0987  0.00
C: 0.0390 0.0942 -0.0311  0.00
H: 2.8276 1.4933 1.2991  0.00
H: 2.1285 2.1981 -0.1847  0.00
H: 1.8656 -0.5059 0.9282  0.00
H: 2.1072 -0.1650 -0.8060  0.00
H: -0.4671 -0.8296 0.2493  0.00
H: -0.2721 0.2568 -1.0630  0.00
O: 1.0607 -3.1404 0.9002  0.00
C: 1.0135 -4.3092 0.5688  0.00
O: 1.9823 -4.9296 -0.1662  0.00
C: 1.6442 -6.3005 -0.2758  0.00
C: 0.2102 -6.5171 0.0796  0.00
C: -0.1602 -5.3096 0.9819  0.00
H: 2.2054 -6.8043 0.5112  0.00
H: 1.9698 -6.9352 -1.0999  0.00
H: 0.2000 -7.4157 0.6964  0.00
H: -0.4507 -6.6735 -0.7729  0.00
H: -0.1108 -5.4729 2.0585  0.00
H: -1.1532 -4.9167 0.7640  0.00

* E_tot: -2572.89097 Ha
* M: 660.50 g/mol
* Kohn-Sham gap (spin up / spin down): 5.325 / 2.431 eV
* charge: +1
* E_HOMO (spin up / spin down): -12.09 / -12.09 eV
* multiplicity: 2
* LUMO energy (spin up / spin down): -0.2485 / -0.3549 Eh



[3]
The following is a DFT calculation (ωB97M-V/def2-TZVPD) of C8H16CoN2O2SSe as an isolated structure.

Last column: Löwdin spin population.
Cartesian coordinates (Å):
Co: -0.7562 0.0136 0.0670  1.00
N: -3.1986 1.2568 -2.8260  0.00
C: -2.5120 0.5649 -1.9106  0.00
O: -1.8694 1.1650 -1.0331  0.00
C: -2.5249 -0.9309 -1.9147  0.00
C: -1.2747 -1.4112 -1.1723  -0.05
H: -3.1804 2.2625 -2.7960  0.00
H: -3.7170 0.7909 -3.5465  0.00
H: -2.6471 -1.3170 -2.9321  0.00
H: -3.4270 -1.2136 -1.3614  0.00
H: -0.4341 -1.5119 -1.8650  -0.01
H: -1.4475 -2.3800 -0.7003  0.00
C: 1.7511 -0.5390 3.8603  0.00
C: 2.3637 -0.8043 2.4987  0.00
S: 1.3249 -1.7671 1.3894  0.00
O: -0.0638 -1.1325 1.4591  0.00
C: 1.0647 -3.2461 2.3777  0.00
C: 2.3414 -4.0066 2.6955  0.00
H: 2.3370 0.2256 4.3687  0.00
H: 1.7341 -1.4298 4.4891  0.00
H: 0.7410 -0.1474 3.7504  0.00
H: 3.3080 -1.3547 2.5386  0.00
H: 2.5411 0.1190 1.9504  0.00
H: 0.3961 -3.8416 1.7546  0.00
H: 0.5110 -2.9413 3.2655  0.00
H: 2.8987 -4.2438 1.7886  0.00
H: 2.0904 -4.9457 3.1879  0.00
H: 2.9961 -3.4503 3.3668  0.00
Se: 1.4363 1.2718 -0.5281  0.04
C: 1.1679 1.9979 1.1292  0.01
N: 0.9504 2.4063 2.1922  0.01

* E_tot: -4756.77513 Ha
* M: 342.19 g/mol
* Kohn-Sham gap (spin up / spin down): 7.810 / 7.948 eV
* E_HOMO (spin up / spin down): -7.30 / -7.45 eV
* multiplicity: 2
* LUMO energy (spin up / spin down): 0.0189 / 0.0183 Eh



[4]
The following is a DFT calculation (ωB97M-V/def2-TZVPD) of C4H29NO9 as an isolated structure.

Last column: Löwdin spin population.
Cartesian coordinates (Å):
C: -0.8968 2.3816 1.8252  0.00
C: -1.5402 1.5330 0.6927  0.01
C: -1.0013 1.9292 -0.6816  0.06
N: 0.1301 1.0234 -1.2179  0.70
C: 0.2892 1.0984 -2.6750  0.07
H: -1.1089 3.4242 2.0458  0.00
H: -0.9708 1.8478 2.7810  0.00
H: 0.1867 2.1656 1.6278  0.00
H: -1.4163 0.4722 0.8006  0.00
H: -2.6036 1.8170 0.7724  0.00
H: -1.7540 1.7780 -1.4595  0.00
H: -0.5550 2.9653 -0.7678  0.03
H: 1.0066 1.3934 -0.7863  0.01
H: -0.4666 1.8001 -3.0678  0.01
H: 1.2522 1.5770 -2.9412  0.01
H: 0.0702 0.1025 -3.0971  0.03
H: 2.5823 2.2601 2.1165  0.00
H: 2.4454 0.6225 2.0560  0.00
O: 2.5152 1.4722 1.5752  0.00
H: 2.2767 -0.9708 -2.0022  0.00
H: 2.4261 -2.2287 -1.4464  0.00
O: 2.9312 -1.3869 -1.4145  0.00
H: 1.9567 -1.4383 2.4094  0.00
H: 0.6875 -0.6095 2.8568  0.00
O: 1.6325 -0.7251 2.9728  0.00
H: 0.6897 -3.8310 -0.6041  0.00
H: -0.3003 -3.0727 -1.5269  0.00
O: 0.5012 -2.9777 -1.0039  0.00
H: 0.9695 -1.9920 -0.4571  0.00
H: 1.4671 -0.7427 0.2146  0.00
O: 1.0312 -1.5780 0.4256  0.05
H: -2.8601 -2.9627 0.0846  0.00
H: -2.5890 -2.6596 -1.4503  0.00
O: -2.4051 -3.2415 -0.7142  0.00
H: -1.5849 -2.8998 2.5245  0.00
H: -1.6386 -1.7108 1.4741  0.00
O: -2.0972 -2.1614 2.1854  0.00
H: 2.6119 1.9148 -0.0437  0.00
H: 3.6404 1.9989 -1.0945  0.00
O: 2.7659 2.3757 -0.9066  0.00
H: -3.9498 -0.0182 -0.1843  0.00
H: -2.7658 -0.1275 -1.0649  0.00
O: -3.5612 -0.6179 -0.8336  0.00

* E_tot: -901.29715 Ha
* M: 235.27 g/mol
* Kohn-Sham gap (spin up / spin down): 11.074 / 6.079 eV
* charge: +1
* E_HOMO (spin up / spin down): -14.11 / -13.96 eV
* multiplicity: 2
* LUMO energy (spin up / spin down): -0.1117 / -0.2897 Eh



[5]
The following is a DFT calculation (ωB97M-V/def2-TZVPD) of an isolated molecule of C2H2N6.

Last column: natural (NBO) charge in e.
Cartesian coordinates (Å):
H: -2.3170 -1.0125 1.0643  0.38
N: -1.8229 -0.0255 0.6720  -0.62
C: -0.9377 -0.2048 -0.2287  0.44
N: -0.6290 0.9812 -1.1652  -0.02
N: 0.4199 1.3940 -0.5974  -0.13
C: 1.1141 0.7672 0.4176  0.11
N: 1.6552 -0.5105 0.2194  -0.26
N: 0.8396 -1.4068 -0.5744  0.04
N: -0.3398 -1.2197 -0.8338  -0.19
H: 2.0178 1.2373 1.0264  0.26

* SMILES: [H]/N=c1/nncnnn1
* E_tot: -405.70298 Ha
* M: 110.08 g/mol
* Kohn-Sham gap: 8.318 eV
* E_HOMO: -9.95 eV
* LUMO energy: -0.0599 Eh



[6]
The following is a DFT calculation (ωB97M-V/def2-TZVPD) of a 3-piece molecular cluster, C2H10NO2S overall.

Last column: natural (NBO) charge in e.
Cartesian coordinates (Å):
C: -0.0223 1.0692 -1.5048  -0.25
C: -1.1308 0.7163 -0.4968  -0.52
S: -0.4949 0.4091 1.2553  -0.71
N: 1.0286 -0.0617 -1.3614  -0.88
H: 0.1713 2.1405 -1.4001  0.16
H: -0.2952 1.0860 -2.5467  0.16
H: -1.8391 -0.1147 -0.8774  0.15
H: -1.7550 1.7116 -0.4145  0.19
H: 1.1322 -0.1480 -0.3231  0.39
H: 1.9386 0.2750 -1.7971  0.33
H: 1.2734 0.3080 3.2678  0.50
H: 2.1007 -0.7965 4.1906  0.45
O: 1.1711 -0.2202 4.1504  -0.96
H: -1.6096 -1.7942 -1.0386  0.45
H: -0.5923 -1.9849 -0.2692  0.49
O: -1.0768 -2.5956 -0.8344  -0.95

* E_tot: -685.60548 Ha
* M: 112.17 g/mol
* Kohn-Sham gap: 6.728 eV
* charge: -1
* E_HOMO: -3.16 eV
* LUMO energy: 0.1310 Eh